No. 1
{
  "formula": "C5H23NO8",
  "method": "the ωB97M-V functional and the def2-TZVPD basis",
  "elements": ["N", "C", "O", "C", "C", "C", "C", "O", "H", "H", "H", "H", "H", "H", "H", "H", "H", "H", "H", "O", "H", "H", "O", "H", "H", "O", "H", "H", "O", "H", "H", "O", "H", "H", "O", "H", "H"],
  "coordinates": [[0.52930, -0.88718, 3.31863], [-0.12649, -1.32849, 2.19805], [0.51007, -1.90927, 1.32064], [-1.60336, -1.11064, 2.22409], [-2.27333, -1.54416, 0.92303], [-2.12045, -0.64195, -0.29329], [-2.68716, 0.76354, -0.00417], [-1.84937, 1.58867, 0.79102], [-0.01422, -0.28737, 3.92365], [1.51469, -0.71516, 3.40571], [-1.83433, -0.06874, 2.42707], [-2.01621, -1.74546, 2.99922], [-2.10388, -2.59837, 0.67975], [-3.35107, -1.62337, 1.13632], [-2.82724, -1.05184, -1.01946], [-1.09092, -0.57278, -0.61408], [-3.64924, 0.61065, 0.49210], [-2.84055, 1.26585, -0.96092], [-1.15997, 1.91935, 0.17395], [3.15936, -1.87922, 1.53874], [2.16451, -1.92388, 1.54501], [3.30221, -2.81296, 1.33669], [-0.41888, 2.35011, -1.37879], [0.02004, 1.83758, -2.08116], [0.16922, 3.13266, -1.35451], [0.79863, -1.40250, -1.51776], [0.83059, -1.82172, -0.65072], [1.65907, -0.96449, -1.58577], [1.71922, 3.84594, -2.16275], [1.93911, 3.08780, -2.72169], [2.47845, 3.89598, -1.58026], [3.05320, -0.08106, -0.53105], [3.44657, -0.24971, 0.33633], [3.59340, 0.57896, -0.97813], [0.65292, 0.94533, -3.63594], [0.12778, 1.27391, -4.37371], [0.29834, 0.12400, -3.32581]],
  "homo_ev": -9.20,
  "orbital_gap_ha": 0.3468,
  "lumo_energy_ha": 0.00866,
  "max_force_ev_per_a": 1.85,
  "energy_ha": -861.018088,
  "e_above_lowest_kcal_mol": 12.44
}



No. 2
{
  "formula": "C5H23NO9",
  "method": "the ωB97M-V functional and the def2-TZVPD basis",
  "elements": ["C", "C", "C", "C", "O", "N", "C", "O", "H", "H", "H", "H", "H", "H", "H", "H", "H", "O", "H", "H", "O", "H", "H", "O", "H", "H", "O", "H", "H", "O", "H", "H", "O", "H", "H", "O", "H", "H"],
  "coordinates": [[-1.84154, 2.12760, -0.00552], [-0.42778, 1.53059, -0.18552], [-0.53043, 0.07368, 0.23590], [-0.92701, -0.61578, -1.02867], [-2.01700, -1.13070, -1.11282], [0.81205, -0.58701, 0.55192], [1.22125, -0.89544, 1.83975], [0.41061, -0.67735, 2.77723], [-2.64438, 1.48312, -0.21937], [-2.13615, 2.40068, 1.02217], [-1.93819, 3.04103, -0.66611], [-0.09290, 1.80290, -1.29126], [0.28548, 2.07392, 0.48946], [-1.15924, -0.23878, 1.06968], [-0.29729, -0.43382, -1.86778], [1.42830, -0.87797, -0.17771], [2.29792, -1.22819, 1.91886], [0.62408, 0.77721, -4.21868], [0.17666, 1.37025, -4.78141], [0.44542, -0.02274, -4.71166], [-3.85798, -0.47989, 0.76030], [-4.56151, -0.97804, 0.39507], [-3.12558, -0.94580, 0.33696], [4.14888, 0.91634, 1.00468], [4.32824, 1.71356, 1.44269], [3.41634, 0.58100, 1.60011], [-1.08741, 1.60137, 2.89227], [-0.88124, 1.95416, 3.71668], [-0.88228, 0.78655, 2.97570], [-2.24885, -2.51516, 2.74717], [-2.79627, -2.35370, 1.92066], [-1.69062, -1.69584, 3.07318], [1.91198, -1.41454, -2.30641], [2.26097, -0.72392, -2.92020], [1.14264, -1.77512, -2.53173], [3.38585, 0.85902, -3.02104], [3.09432, 0.41701, -2.31523], [2.51681, 0.94456, -3.65951]],
  "homo_ev": -9.98,
  "orbital_gap_ha": 0.3571,
  "lumo_energy_ha": -0.00981,
  "max_force_ev_per_a": 9.50,
  "energy_ha": -936.113729,
  "e_above_lowest_kcal_mol": 100.69
}



No. 3
{
  "formula": "C5H24N2O7",
  "method": "the ωB97M-V functional and the def2-TZVPD basis",
  "elements": ["C", "C", "N", "C", "C", "O", "N", "C", "H", "H", "H", "H", "H", "H", "H", "H", "H", "H", "H", "H", "O", "H", "H", "O", "H", "H", "O", "H", "H", "O", "H", "H", "O", "H", "H", "O", "H", "H"],
  "coordinates": [[-2.71928, 1.28702, -0.21068], [-1.42867, 1.00777, -1.07689], [-0.09288, 1.17793, -0.38214], [0.47885, -0.06035, 0.08844], [-0.22688, -0.37338, 1.53616], [-0.96021, 0.43033, 2.06660], [0.00261, -1.61138, 2.07707], [0.92651, -2.58875, 1.46731], [-2.60289, 0.64302, 0.62897], [-3.62797, 0.95877, -0.77411], [-2.92742, 2.33342, 0.06109], [-1.63073, -0.01478, -1.44630], [-1.40603, 1.60450, -2.02246], [-0.31179, 1.85328, 0.37346], [1.54119, -0.04004, 0.13453], [0.36412, -0.90684, -0.55151], [-0.47006, -1.89441, 2.90558], [0.81015, -3.47544, 2.07569], [0.76896, -2.66116, 0.42407], [1.96074, -2.28110, 1.68921], [2.38522, 1.22279, 1.89557], [3.10092, 1.80826, 2.09843], [1.50994, 1.58915, 1.84209], [2.68454, 1.72011, -1.75358], [1.69801, 1.88897, -1.86970], [2.50705, 1.39119, -0.85107], [-3.52237, -1.30519, -0.86962], [-3.06723, -1.21263, -0.03878], [-2.79316, -1.43922, -1.50009], [-0.01437, 2.67075, 2.78216], [-0.64013, 3.38015, 2.66911], [-0.54402, 1.84123, 2.66603], [0.23095, -2.18365, -3.12891], [-0.20088, -3.05066, -2.97156], [0.96216, -2.22310, -2.49169], [2.71301, -0.76889, -2.64551], [2.74965, -0.01811, -2.01011], [1.79241, -0.69956, -2.88687]],
  "homo_ev": -9.61,
  "orbital_gap_ha": 0.3583,
  "lumo_energy_ha": 0.00491,
  "max_force_ev_per_a": 3.12,
  "energy_ha": -841.046638,
  "e_above_lowest_kcal_mol": 63.37
}



No. 4
{
  "formula": "C5H24N2O7",
  "method": "the ωB97M-V functional and the def2-TZVPD basis",
  "elements": ["O", "C", "C", "C", "C", "C", "N", "N", "H", "H", "H", "H", "H", "H", "H", "H", "H", "H", "H", "H", "H", "H", "O", "H", "H", "O", "H", "H", "O", "H", "H", "O", "H", "H", "O", "H", "H", "O"],
  "coordinates": [[0.51714, 1.74495, 3.42400], [-0.30428, 1.03532, 2.92492], [0.22414, -0.14759, 2.02198], [0.07946, -0.09650, 0.50419], [-1.36350, 0.09832, 0.10001], [-2.00660, -0.55711, -0.83730], [-3.29719, -0.34292, -1.50224], [1.71710, -0.28801, 2.37167], [-1.37266, 1.28158, 2.92104], [-0.20102, -1.09778, 2.45138], [0.63302, -0.94914, 0.07643], [0.61865, 0.79605, 0.06784], [-1.86697, 0.98173, 0.46817], [-1.56243, -1.42069, -1.37649], [-3.47529, 0.65962, -1.77682], [-4.15114, -0.43827, -0.92974], [-3.39401, -1.15520, -2.22939], [2.28355, -0.44568, 1.51870], [2.02021, 0.61356, 2.77690], [1.84874, -1.02160, 3.08823], [1.63216, 0.45824, -3.49141], [2.67551, 1.54165, -3.90738], [2.01265, 1.30650, -3.24828], [3.27557, -3.12083, 3.43253], [2.30110, -2.84029, 4.57361], [2.75964, -2.41412, 3.83754], [-3.35060, -3.13699, -2.14035], [-3.38940, -3.08605, -3.64120], [-3.54573, -2.52777, -2.86698], [2.52729, 2.75515, -0.83996], [2.76015, 1.63607, -1.70158], [2.60243, 1.79631, -0.72649], [3.41251, 0.03895, -0.43376], [4.43632, -0.51638, 0.41324], [3.46700, -0.59906, 0.30855], [-3.16398, 3.55345, -1.21730], [-3.70140, 2.99003, -2.68204], [-3.65812, 2.91454, -1.73223]],
  "homo_ev": -16.58,
  "orbital_gap_ha": 0.4132,
  "lumo_energy_ha": -0.19612,
  "max_force_ev_per_a": 2.72,
  "total_charge": 2,
  "energy_ha": -840.515734,
  "e_above_lowest_kcal_mol": 28.52
}



Question: Which formula does entry 1 have?
Answer: C5H23NO8



What did the fourth record say?
{
  "formula": "C5H24N2O7",
  "method": "the ωB97M-V functional and the def2-TZVPD basis",
  "elements": ["O", "C", "C", "C", "C", "C", "N", "N", "H", "H", "H", "H", "H", "H", "H", "H", "H", "H", "H", "H", "H", "H", "O", "H", "H", "O", "H", "H", "O", "H", "H", "O", "H", "H", "O", "H", "H", "O"],
  "coordinates": [[0.51714, 1.74495, 3.42400], [-0.30428, 1.03532, 2.92492], [0.22414, -0.14759, 2.02198], [0.07946, -0.09650, 0.50419], [-1.36350, 0.09832, 0.10001], [-2.00660, -0.55711, -0.83730], [-3.29719, -0.34292, -1.50224], [1.71710, -0.28801, 2.37167], [-1.37266, 1.28158, 2.92104], [-0.20102, -1.09778, 2.45138], [0.63302, -0.94914, 0.07643], [0.61865, 0.79605, 0.06784], [-1.86697, 0.98173, 0.46817], [-1.56243, -1.42069, -1.37649], [-3.47529, 0.65962, -1.77682], [-4.15114, -0.43827, -0.92974], [-3.39401, -1.15520, -2.22939], [2.28355, -0.44568, 1.51870], [2.02021, 0.61356, 2.77690], [1.84874, -1.02160, 3.08823], [1.63216, 0.45824, -3.49141], [2.67551, 1.54165, -3.90738], [2.01265, 1.30650, -3.24828], [3.27557, -3.12083, 3.43253], [2.30110, -2.84029, 4.57361], [2.75964, -2.41412, 3.83754], [-3.35060, -3.13699, -2.14035], [-3.38940, -3.08605, -3.64120], [-3.54573, -2.52777, -2.86698], [2.52729, 2.75515, -0.83996], [2.76015, 1.63607, -1.70158], [2.60243, 1.79631, -0.72649], [3.41251, 0.03895, -0.43376], [4.43632, -0.51638, 0.41324], [3.46700, -0.59906, 0.30855], [-3.16398, 3.55345, -1.21730], [-3.70140, 2.99003, -2.68204], [-3.65812, 2.91454, -1.73223]],
  "homo_ev": -16.58,
  "orbital_gap_ha": 0.4132,
  "lumo_energy_ha": -0.19612,
  "max_force_ev_per_a": 2.72,
  "total_charge": 2,
  "energy_ha": -840.515734,
  "e_above_lowest_kcal_mol": 28.52
}



Copy entry 1 word for word.
{
  "formula": "C5H23NO8",
  "method": "the ωB97M-V functional and the def2-TZVPD basis",
  "elements": ["N", "C", "O", "C", "C", "C", "C", "O", "H", "H", "H", "H", "H", "H", "H", "H", "H", "H", "H", "O", "H", "H", "O", "H", "H", "O", "H", "H", "O", "H", "H", "O", "H", "H", "O", "H", "H"],
  "coordinates": [[0.52930, -0.88718, 3.31863], [-0.12649, -1.32849, 2.19805], [0.51007, -1.90927, 1.32064], [-1.60336, -1.11064, 2.22409], [-2.27333, -1.54416, 0.92303], [-2.12045, -0.64195, -0.29329], [-2.68716, 0.76354, -0.00417], [-1.84937, 1.58867, 0.79102], [-0.01422, -0.28737, 3.92365], [1.51469, -0.71516, 3.40571], [-1.83433, -0.06874, 2.42707], [-2.01621, -1.74546, 2.99922], [-2.10388, -2.59837, 0.67975], [-3.35107, -1.62337, 1.13632], [-2.82724, -1.05184, -1.01946], [-1.09092, -0.57278, -0.61408], [-3.64924, 0.61065, 0.49210], [-2.84055, 1.26585, -0.96092], [-1.15997, 1.91935, 0.17395], [3.15936, -1.87922, 1.53874], [2.16451, -1.92388, 1.54501], [3.30221, -2.81296, 1.33669], [-0.41888, 2.35011, -1.37879], [0.02004, 1.83758, -2.08116], [0.16922, 3.13266, -1.35451], [0.79863, -1.40250, -1.51776], [0.83059, -1.82172, -0.65072], [1.65907, -0.96449, -1.58577], [1.71922, 3.84594, -2.16275], [1.93911, 3.08780, -2.72169], [2.47845, 3.89598, -1.58026], [3.05320, -0.08106, -0.53105], [3.44657, -0.24971, 0.33633], [3.59340, 0.57896, -0.97813], [0.65292, 0.94533, -3.63594], [0.12778, 1.27391, -4.37371], [0.29834, 0.12400, -3.32581]],
  "homo_ev": -9.20,
  "orbital_gap_ha": 0.3468,
  "lumo_energy_ha": 0.00866,
  "max_force_ev_per_a": 1.85,
  "energy_ha": -861.018088,
  "e_above_lowest_kcal_mol": 12.44
}